[1]
C2H8N3PS | wB97M-V/def2-TZVPD

Structure (XYZ):
```
15
Properties=species:S:1:pos:R:3:forces:R:3
N 1.4123 1.2393 1.1923 2.00 -1.68 0.49
P 1.4025 0.1001 -0.0063 -3.52 -0.64 -0.62
N 1.7672 0.9473 -1.3859 -3.30 2.95 4.60
S 2.1927 -1.6545 0.2910 -0.35 1.20 -0.03
N -0.7528 0.0824 -0.2672 4.45 -0.12 0.50
C -1.3840 -0.8139 0.6524 -1.42 -0.75 2.31
C -1.2425 -1.2004 -0.7827 0.86 -0.24 -1.49
H 1.4460 0.7633 2.0707 0.44 -0.35 0.71
H 0.6714 1.8532 1.2811 -1.89 1.62 -0.57
H 0.8781 1.3166 -1.7059 0.05 0.36 -0.21
H 2.1735 0.4926 -2.0585 3.07 -3.35 -4.62
H -2.3138 -0.3777 1.1663 1.12 -0.86 -1.15
H -0.8427 -1.5163 1.4214 -0.45 1.49 -1.62
H -0.3758 -2.0089 -0.9084 -2.17 1.52 -0.14
H -1.9859 -0.9797 -1.6490 1.10 -1.13 1.83
```
Forces are in eV/Å.

Values from the calculation:
structure (SMILES) = NP(N)(=S)N1CC1
HOMO energy = -8.85 eV
orbital gap = 9.7 eV
LUMO = 0.83 eV
maximum force = 0.12596 hartree/bohr

Formally, the Mulliken partial charges of the atoms, in units of the elementary charge, are as follows:
1. N -0.57
2. P 0.59
3. N -0.56
4. S -0.34
5. N -0.48
6. C -0.29
7. C -0.24
8. H 0.28
9. H 0.30
10. H 0.30
11. H 0.26
12. H 0.22
13. H 0.18
14. H 0.12
15. H 0.23

[2]
C2H8N3S2 | wB97M-V/def2-TZVPD

Structure (XYZ):
```
15
Properties=species:S:1:pos:R:3:forces:R:3
C 1.6868 0.8382 0.6398 -0.07 2.05 -3.65
C -0.8563 -0.8760 -0.1482 2.14 -0.15 0.13
N -0.7882 0.5054 -0.0688 -0.49 -0.76 0.56
N -1.1400 -1.5311 -1.2594 -0.56 1.40 0.20
N 0.0896 0.9762 0.9539 0.37 -2.50 -1.45
S 1.8499 -0.5841 -0.3403 0.05 -0.64 0.10
S -0.9118 -1.8410 1.3644 -0.89 1.12 0.73
H 1.9522 1.8019 -0.0329 -0.47 -1.87 2.11
H 2.0747 0.8230 1.6329 0.46 0.26 0.64
H -0.6007 0.9639 -0.9436 0.07 0.06 -0.46
H -1.3971 -0.9781 -2.0784 0.58 -0.81 -0.11
H -0.7238 -2.4513 -1.2591 -0.64 -0.18 -0.79
H 0.1030 0.0969 1.5572 -0.64 1.79 1.02
H -0.1378 1.9391 1.1114 -0.51 0.37 1.49
H -0.0900 -2.8294 1.0659 0.61 -0.14 -0.52
```
Forces are in eV/Å.

Values from the calculation:
HOMO energy = -11.83 eV
net charge = +1
orbital gap = 7.0 eV
LUMO = -4.79 eV
maximum force = 0.08139 hartree/bohr

Formally, the Mulliken partial charges of the atoms, in units of the elementary charge, are as follows:
1. C -0.54
2. C 0.31
3. N -0.31
4. N -0.31
5. N -0.10
6. S -0.23
7. S -0.23
8. H 0.29
9. H 0.40
10. H 0.33
11. H 0.23
12. H 0.27
13. H 0.30
14. H 0.35
15. H 0.24

[3]
C2H8N4 | wB97M-V/def2-TZVPD

Structure (XYZ):
```
14
Properties=species:S:1:pos:R:3:forces:R:3
C 2.2773 0.8348 -0.0001 -1.47 -0.19 1.06
N 1.8844 -0.5874 0.0660 0.32 -0.30 2.78
N 0.5112 -0.7909 0.0939 1.54 -2.71 1.33
C -0.3299 -0.0367 -0.3644 -1.33 3.87 -1.42
N -1.6728 -0.3975 -0.3450 -2.04 -0.12 1.11
N -2.5669 0.6126 0.2513 -1.45 -0.64 0.01
H 2.0017 1.3495 -0.9038 -0.55 -0.18 -0.50
H 1.8393 1.3787 0.8678 0.33 0.00 -0.54
H 3.3183 0.8999 -0.0025 1.78 -0.06 0.41
H 2.1047 -0.9626 1.0952 0.09 1.06 -3.17
H -0.1152 0.9788 -0.8138 -0.42 -1.06 0.40
H -1.7779 -1.2707 0.1822 0.29 0.22 -0.45
H -3.5968 0.3781 -0.0045 2.63 0.35 0.29
H -2.5493 0.6012 1.3030 0.30 -0.25 -1.31
```
Forces are in eV/Å.

Values from the calculation:
structure (SMILES) = CN/N=C/NN
HOMO energy = -8.39 eV
orbital gap = 9.5 eV
LUMO = 1.10 eV
maximum force = 0.08421 hartree/bohr

Formally, the Mulliken partial charges of the atoms, in units of the elementary charge, are as follows:
1. C -0.90
2. N -0.37
3. N -0.33
4. C 0.01
5. N -0.15
6. N -0.60
7. H 0.32
8. H 0.36
9. H 0.33
10. H 0.30
11. H 0.25
12. H 0.32
13. H 0.25
14. H 0.22

For each record above, in turn, the calculated energy relative to the best compared isomer or geometry (same formula, charge and spin) values are 24.9, 94.3, 70.4 kcal/mol.